A 8-piece molecular cluster, C5H26N2O8 overall, computed with the ωB97M-V functional and the def2-TZVPD basis.

XYZ file:
```
41
Properties=species:S:1:pos:R:3:nbo_charge:R:1
C -2.045 -0.203 1.829 -0.422
C -2.652 -0.275 0.374 -0.622
C -0.986 -1.323 1.636 -0.241
N 0.187 -0.675 1.034 -0.683
C 0.905 -1.646 0.145 -0.347
C 2.460 -1.209 0.254 0.681
N 2.965 -0.929 1.514 -0.835
O 3.183 -0.811 -0.647 -0.633
H -2.805 -0.488 2.637 0.221
H -1.654 0.857 2.122 0.215
H -1.812 -0.465 -0.414 0.199
H -3.280 -1.153 0.356 0.213
H -2.935 0.641 -0.076 0.210
H -1.229 -2.342 1.140 0.204
H -0.715 -1.519 2.672 0.192
H -0.051 0.137 0.375 0.383
H 0.718 -1.663 -0.934 0.256
H 0.730 -2.658 0.401 0.216
H 2.351 -0.905 2.236 0.382
H 3.945 -0.600 1.743 0.412
H 2.349 2.136 1.387 0.519
H 1.872 3.215 0.412 0.464
O 2.351 2.489 0.438 -0.962
H 0.527 -2.114 -3.449 0.491
H 0.647 -0.504 -3.267 0.506
O 0.525 -1.331 -2.820 -0.977
H -1.080 -3.017 -1.317 0.474
H -2.120 -2.640 -0.223 0.463
O -1.867 -3.430 -0.757 -0.935
H 0.103 1.966 -2.368 0.514
H -0.728 2.666 -3.525 0.479
O -0.737 1.881 -2.891 -0.974
H 0.480 1.749 3.416 0.490
H 0.494 1.062 1.926 0.504
O 0.987 1.673 2.518 -0.997
H -1.594 2.704 -1.677 0.484
H -2.596 2.568 -0.550 0.444
O -2.124 3.324 -1.105 -0.969
H 1.863 0.155 -1.793 0.517
H 1.864 1.616 -1.007 0.519
O 1.505 1.060 -1.744 -1.054
```

SMILES string = CCCNCC(N)=O.O.O.O.O.O.O.O
energy = -917.43773 Eh
energy relative to the best compared isomer or geometry (same formula, charge and spin) = 98.6 kcal per mole